No. 1
DFT (the ωB97M-V functional and the def2-TZVPD basis) results for a structure of composition C55H39BiNO6P2S4Sb at a distorted geometry.

Last column: Löwdin spin population.
Geometry (Å):
H1 4.01365 2.88863 2.89915  0.000
C1 0.89106 -5.10948 1.87965  0.000
H2 -5.14526 0.99110 1.04832  0.001
H3 -6.51354 4.19424 -1.42452  0.000
H4 -0.98598 -0.64066 2.40531  0.000
C2 -0.12401 -4.68678 -1.85018  0.000
C3 1.53135 -5.72630 2.94569  0.000
H5 -2.37805 3.92581 -0.38171  0.000
H6 -2.52318 -7.03972 -2.29671  0.000
H7 -1.29636 -1.71196 4.60665  0.000
C4 -3.05367 -0.56307 5.07885  0.000
H8 2.89150 5.00219 4.75133  0.000
C5 3.77437 -3.71144 -1.44507  0.000
C6 2.18800 -4.97090 3.90420  0.000
H9 -6.96002 2.11482 -0.16471  0.000
C7 -3.39306 3.55966 -0.29359  0.000
C8 -1.98422 -0.94142 4.27991  0.000
C9 -1.23483 2.80600 1.83511  0.001
C10 -1.64877 -4.72496 0.01001  0.000
C11 -1.93267 3.85030 2.40933  0.000
S1 -2.83631 -0.69989 -4.19131  0.076
H10 1.54571 -1.88809 2.66444  0.000
C12 0.17234 2.71122 -5.13864  0.000
H11 0.01217 3.72061 -5.48788  0.000
C13 4.36908 -2.53973 -1.76782  0.000
Bi1 -1.93963 0.18650 -2.08570  0.002
H12 0.91058 6.81177 3.62239  0.000
H13 3.11738 1.10233 1.48333  0.000
C14 -2.66623 0.66496 2.60630  0.001
H14 -4.20809 5.10921 -1.50958  0.000
H15 2.00059 -0.12146 -5.62436  0.000
C15 -1.32701 4.90429 3.11712  0.000
C16 -1.73568 3.00330 -3.44646  0.000
H16 -1.94170 5.70119 3.51660  0.000
C17 4.04228 1.03313 -1.66104  0.000
C18 -1.80250 -0.33548 3.04751  0.000
C19 0.75454 3.80618 2.74033  0.000
H17 -3.23472 -6.15712 -0.09272  0.000
C20 0.97082 5.79695 4.01916  0.000
S2 -6.40912 0.21825 -3.37408  0.585
C21 -4.94209 1.90062 0.50436  0.004
C22 -5.71254 3.70711 -0.88292  0.002
H18 0.70862 5.84364 5.07818  0.000
C23 0.66008 -1.15708 -3.43932  0.000
P1 -2.18911 1.44594 1.00603  0.004
C24 5.74715 -0.71725 -2.55085  0.000
C25 2.54696 -3.67287 -0.77737  0.000
H19 -3.00884 3.86520 2.30502  0.000
C26 -0.51959 -4.19030 -0.61301  0.000
C27 1.88151 -2.51732 -0.43439  0.000
C28 1.10390 1.86050 -5.73079  0.000
C29 3.75031 -1.32714 -1.39507  0.000
H20 0.38071 -5.71864 1.14667  0.000
C30 -3.73728 1.03705 3.41149  0.000
H21 1.51686 -6.80680 3.01710  0.000
H22 4.58172 1.90842 -2.00072  0.000
O1 0.05382 1.74580 -0.87229  -0.001
H23 0.72216 -4.25078 -2.36279  0.000
S3 0.47514 0.72943 0.14667  0.000
N1 -0.39495 1.00063 -3.62362  0.003
H24 2.70432 -5.45465 4.72368  0.000
H25 -1.97482 -4.31278 0.95789  0.000
H26 5.80910 -0.31241 -3.56225  0.000
C31 2.43624 1.86178 1.84138  0.000
C32 -0.84472 -5.71387 -2.44304  0.000
O2 1.50094 -1.94394 -3.85845  0.000
O3 -1.80069 4.20940 -3.62487  0.000
C33 2.81947 1.19191 -1.00542  0.000
H27 5.51483 -2.63713 -3.56924  0.000
C34 -3.93474 0.41221 4.63405  0.000
C35 4.50605 -0.22818 -1.85373  0.000
C36 2.37624 5.17815 3.80589  0.000
C37 0.18351 2.76616 1.98064  0.000
C38 -5.96747 2.54682 -0.16770  0.007
H28 -3.20184 -1.03015 6.04458  0.000
H29 2.41724 2.19060 -0.88971  0.000
Sb1 -4.82086 -1.39412 -2.90058  0.199
C39 5.62073 -2.25332 -2.55266  0.000
C40 1.29551 0.58411 -5.20384  0.000
C41 2.06810 0.14738 -0.51817  0.000
C42 0.90313 -3.72369 1.74772  0.000
C43 0.52441 0.19638 -4.12748  0.002
H30 3.00396 5.84352 3.20939  0.000
C44 -3.64331 2.40232 0.44581  0.002
H31 2.31396 1.57686 -7.18051  0.000
C45 -0.58908 2.22244 -4.09574  0.001
C46 -2.35950 -5.75345 -0.58421  0.000
C47 2.17980 -3.58740 3.79916  0.000
C48 2.49527 -1.23047 -0.71779  0.000
O4 1.78614 2.29494 -6.81704  0.000
H32 6.64131 -0.39315 -2.01317  0.000
H33 -0.53111 -6.10809 -3.40119  0.000
H34 -4.78496 0.69248 5.24387  0.000
H35 6.49339 -2.73651 -2.10866  0.000
H36 -4.41873 1.80998 3.08149  0.000
C49 1.11931 1.81635 1.45961  0.000
S4 -4.13198 -0.92297 -0.68273  0.107
C50 -4.42659 4.22152 -0.93183  0.000
O5 -0.12281 -1.32808 -2.44117  0.000
O6 -2.55467 2.27970 -2.77195  0.002
H37 2.07172 -4.61952 -0.55206  0.000
C51 0.02668 4.87555 3.28834  0.000
P2 0.21307 -2.77832 0.29888  0.000
C52 1.54251 -2.97186 2.73493  0.000
C53 2.12671 3.89760 3.04872  0.000
C54 2.96048 2.89604 2.64830  0.000
C55 -1.96115 -6.24826 -1.81708  0.000
H38 2.67434 -2.98649 4.55212  0.000
H39 4.20525 -4.66572 -1.72117  0.000

Atomic forces in eV per Å
H 0.0 0.0 0.0
C 0.0 0.1 0.1
H -0.1 -0.1 0.0
H 0.0 0.0 0.0
H 0.1 -0.1 0.0
C -0.1 0.1 0.0
C 0.0 0.0 0.0
H 0.0 0.1 -0.1
H 0.0 0.0 0.0
H 0.0 0.0 0.0
C 0.0 -0.1 0.0
H 0.0 0.0 0.0
C 0.3 -0.4 -0.1
C 0.0 -0.1 0.0
H 0.0 0.0 0.0
C -0.1 -0.1 0.1
C 0.0 0.0 0.1
C 0.0 0.1 -0.2
C 0.0 0.0 -0.2
C 0.1 -0.1 0.0
S -1.0 -0.6 -0.4
H 0.0 0.0 0.0
C 0.1 0.1 -0.1
H 0.0 0.0 -0.1
C -0.1 0.4 0.0
Bi 0.6 0.3 0.8
H 0.0 0.0 0.1
H 0.0 0.0 0.0
C -0.1 -0.1 -0.2
H 0.0 0.0 -0.1
H 0.1 0.0 0.0
C 0.1 0.1 0.1
C -0.1 0.1 0.0
H 0.0 0.0 0.0
C 0.2 0.3 -0.1
C -0.1 0.0 -0.1
C 0.0 -0.2 -0.1
H 0.0 0.0 0.0
C -0.1 0.1 0.0
S -0.1 -0.1 -0.1
C 0.1 0.1 0.0
C 0.0 0.0 0.0
H 0.0 0.0 0.0
C 0.0 -0.3 0.2
P -0.7 0.4 0.9
C 0.1 0.1 0.0
C -0.1 0.2 0.1
H 0.0 0.0 0.0
C -0.1 0.3 0.0
C 0.1 0.5 -0.3
C -0.2 -0.2 0.3
C -0.5 0.1 0.2
H 0.0 0.0 0.0
C 0.0 -0.1 0.0
H 0.0 0.0 0.0
H 0.0 0.0 -0.1
O -0.1 0.2 -0.1
H 0.0 0.1 -0.1
S 1.3 -0.3 0.1
N 0.1 0.2 -0.3
H 0.0 0.0 0.0
H -0.1 0.0 0.0
H 0.0 0.0 0.0
C -0.1 -0.2 0.0
C 0.0 -0.1 0.0
O 0.1 0.0 -0.1
O 0.1 0.0 -0.1
C -0.3 0.0 0.0
H 0.0 0.0 0.0
C -0.1 0.1 0.0
C -0.1 -0.3 0.1
C 0.1 0.0 0.0
C -0.1 0.3 0.1
C -0.1 0.0 0.0
H 0.0 0.0 0.0
H 0.0 0.0 0.0
Sb -0.1 0.2 0.1
C 0.1 -0.2 0.0
C 0.0 0.0 -0.1
C 0.0 -0.7 -0.2
C -0.2 0.1 0.1
C 0.2 0.0 0.0
H 0.0 0.0 0.1
C 0.1 0.0 -0.1
H 0.0 -0.1 0.1
C 0.1 0.1 -0.1
C -0.1 0.0 0.1
C 0.1 0.1 0.1
C 0.1 -0.1 -0.3
O 0.0 0.2 -0.1
H 0.0 0.0 0.0
H 0.0 0.1 -0.1
H 0.0 0.0 0.0
H 0.0 0.0 0.0
H 0.0 0.0 0.0
C -0.3 -0.2 0.0
S -0.2 -0.7 -0.4
C 0.0 0.1 -0.1
O 0.2 0.0 -0.1
O 0.3 0.0 0.0
H 0.1 0.0 0.1
C 0.0 -0.1 0.0
P 0.2 0.1 0.5
C -0.1 0.0 0.0
C -0.1 -0.1 0.0
C 0.0 0.1 0.1
C 0.1 0.0 0.0
H 0.0 0.0 0.0
H 0.0 0.0 0.0

## Properties
Total charge = -1
LUMO energy (alpha / beta) = 2.04 / 0.69 eV
DFT total energy = -145744.7775 eV
Max |F| = 1.34 eV/Å
Multiplicity = 2
ΔE to the lowest compared entry with this formula, charge and spin = 18.27 kcal per mole

No. 2
DFT (the ωB97M-V functional and the def2-TZVPD basis) results for a structure of composition C3H7N at a distorted geometry.

Last column: Löwdin spin population.
Geometry (Å):
C1 -1.45637 0.01243 0.05578  0.016
C2 -0.26327 -0.74688 0.64979  0.012
N1 1.01124 0.83118 -0.83704  0.826
H1 -1.38183 1.08146 0.07829  0.004
H2 0.84532 1.75817 -0.37845  0.020
H3 -1.28099 -0.09354 -1.13508  0.004
H4 1.96356 -0.52626 0.45185  0.024
H5 -2.51017 -0.19932 0.49530  0.001
C3 0.95882 -0.17123 0.16716  0.093
H6 0.20445 -1.13805 -0.47125  -0.001
H7 -0.35408 -1.26662 1.58225  0.001

Atomic forces in eV per Å
C -1.3 -0.8 -2.0
C 0.3 3.8 -2.1
N -0.6 -1.0 2.0
H 0.5 0.8 0.8
H 0.3 -0.4 -0.4
H -1.5 -0.2 2.5
H -0.5 -0.2 0.1
H 2.0 -0.3 -1.2
C 0.2 1.1 -0.4
H 0.0 -1.5 1.0
H 0.5 -1.2 -0.2

## Properties
Total charge = +1
LUMO energy (alpha / beta) = -5.57 / -7.06 eV
DFT total energy = -4702.3202 eV
Max |F| = 4.35 eV/Å
Multiplicity = 2
ΔE to the lowest compared entry with this formula, charge and spin = 95.98 kcal per mole

No. 3
DFT (the ωB97M-V functional and the def2-TZVPD basis) results for a structure of composition C29H45As2F9N3O2PPtS2 at a distorted geometry.

Last column: Löwdin charge in e.
Geometry (Å):
H1 -0.24511 -1.69757 -2.36577  0.078
C1 -1.12974 1.31800 -4.09817  -0.555
H2 -0.85291 -2.86873 -1.18161  0.106
C2 0.32421 3.72239 -0.91595  -0.238
H3 1.15518 -4.36355 -1.80513  0.096
H4 -3.93201 3.26688 0.10236  0.041
H5 4.65441 -1.11944 -3.64329  0.098
F1 -4.50191 2.27882 -2.85025  0.194
C3 3.22966 0.98039 -2.70045  -0.108
C4 -1.17720 3.30449 3.85928  -0.081
H6 4.83122 -0.29267 1.90102  0.096
H7 -2.87389 0.62670 3.43500  0.046
C5 -3.31449 2.47411 -3.41513  -0.563
C6 1.79063 -3.47902 -1.88239  -0.077
C7 0.47659 3.07959 2.10585  -0.353
C8 -0.26679 3.97071 4.66662  -0.031
H8 -0.64905 -1.22936 -0.70954  -0.025
H9 2.26176 -0.87255 -3.08570  0.105
H10 2.38493 3.96289 2.60513  0.090
C9 -3.92225 -3.10498 0.49113  -0.002
H11 -4.02913 2.00055 3.37829  0.058
C10 -0.81913 2.86238 2.58992  -0.344
H12 2.80985 -3.78327 -1.66206  0.067
N1 -0.51841 -3.43334 2.82282  0.102
C11 -0.64874 -5.83834 3.18474  0.011
C12 3.31610 -1.17663 0.66090  -0.523
H13 -1.41516 -6.60802 3.21198  0.097
H14 -4.14964 0.68683 2.18292  0.038
H15 2.58144 -1.18317 1.47761  0.059
F2 -4.09923 -0.43062 -2.76279  0.148
H16 1.73389 4.73225 4.79264  0.124
H17 -0.72330 3.47851 -1.07196  -0.002
H18 -3.55102 4.29005 1.51802  0.063
C13 2.94500 3.12262 0.35155  -0.243
F3 -3.90621 0.15768 -4.83386  0.221
H19 3.87827 0.89446 1.03352  0.030
H20 4.66182 -2.67307 -0.21721  0.076
C14 4.31742 -1.28733 -2.61972  -0.081
H21 3.27082 -3.37036 0.63250  0.070
S1 0.00832 -0.86272 2.82632  0.604
H22 5.12001 -0.03922 0.18358  0.084
H23 -2.17766 3.12518 4.23257  0.103
N2 -1.99551 -2.13485 1.56584  0.093
H24 3.46696 2.85583 1.26371  0.028
O1 -4.00647 0.93235 -0.20557  -0.431
H25 0.84460 3.61063 -1.86425  0.037
H26 0.18704 -6.21217 2.59001  0.103
H27 3.47005 2.71404 -0.50574  0.020
C15 -2.29601 -4.50718 1.79179  0.036
H28 4.09043 1.38057 -2.16249  0.076
H29 0.43737 4.74207 -0.54802  0.058
F4 -2.40923 -1.10179 -3.91579  0.178
H30 -4.75952 -2.90433 1.16460  0.108
C16 1.37308 3.76149 2.92244  -0.084
C17 1.26052 -2.40016 -0.93913  -0.512
F5 -2.72276 3.49256 -2.77218  0.161
C18 4.34393 -0.08349 0.94872  -0.081
C19 1.00803 4.20696 4.18705  -0.032
C20 -0.89988 -2.19825 2.34747  -0.828
H31 -3.84843 -2.26705 -0.19753  0.048
S2 -2.74500 0.27714 -0.50536  0.840
H32 -2.41012 4.21032 0.16340  0.038
H33 2.89262 4.20652 0.25015  0.062
H34 -0.29052 -5.66397 4.19936  0.099
C21 -1.18615 -4.58369 2.58165  -0.251
H35 5.11262 -0.94606 -1.95602  0.078
Pt1 0.32163 0.36460 -0.26231  0.596
C22 -2.67738 -3.24439 1.30397  -0.294
C23 -3.46965 1.27350 2.79260  -0.169
F6 -0.24568 0.37403 -3.74431  0.143
H36 1.23270 -2.77784 0.08887  0.097
H37 1.74613 -3.14324 -2.91945  0.089
H38 4.58765 -2.64776 1.53623  0.094
C24 -3.23881 -0.06962 -3.71952  -0.563
H39 -2.87738 -5.38955 1.57088  0.132
As1 -2.27933 2.15561 1.58873  1.169
F7 -3.47701 2.81170 -4.68166  0.213
F8 -0.53980 2.49267 -3.86146  0.176
C25 3.98807 -2.55233 0.62994  -0.082
C26 -0.17004 -2.03087 -1.33226  -0.132
O2 -2.00672 1.10096 -1.92852  -0.295
P1 2.21761 -0.81726 -0.76667  0.929
C27 3.02388 -0.49960 -2.38967  -0.510
H40 2.34076 1.57050 -2.47683  0.038
H41 -0.55728 4.30177 5.65387  0.125
C28 -2.44213 1.18912 -3.25570  -0.202
H42 3.44029 1.09419 -3.76438  0.097
C29 -3.13950 3.64542 0.74148  -0.151
As2 1.11712 2.50392 0.35832  1.093
H43 4.18924 -2.35780 -2.48756  0.059
N3 -1.60524 0.88413 0.49298  -0.623
F9 -1.37038 1.20822 -5.39160  0.216
H44 0.27687 -3.43086 3.44933  0.140
H45 -4.15183 -4.01822 -0.05469  0.094

Atomic forces in eV per Å
H 0.0 -0.1 -0.1
C -0.2 0.1 0.2
H -0.1 0.1 0.0
C 0.0 0.1 0.1
H 0.0 0.0 0.0
H 0.0 0.1 0.0
H 0.0 0.0 0.0
F -0.1 0.0 0.0
C 0.0 0.0 0.0
C 0.0 0.0 0.0
H 0.0 0.0 0.0
H 0.0 0.0 0.0
C 0.2 -0.2 0.2
C -0.1 0.1 0.0
C 0.0 0.0 0.0
C 0.1 0.0 -0.1
H -0.2 -0.2 0.3
H 0.0 0.0 0.0
H 0.0 0.0 -0.1
C 0.0 0.0 0.0
H 0.0 0.0 0.0
C 0.1 0.0 0.0
H 0.0 0.0 0.1
N 0.0 0.0 0.0
C 0.0 0.0 0.0
C 0.1 0.2 0.1
H 0.0 0.0 0.0
H -0.1 0.0 0.0
H 0.0 0.0 0.0
F -0.1 -0.1 0.0
H 0.0 0.0 0.0
H 0.0 0.0 0.0
H 0.0 0.0 0.1
C 0.0 -0.1 -0.1
F -0.1 0.0 -0.1
H 0.0 0.0 0.0
H 0.0 0.0 0.0
C 0.0 0.0 0.0
H 0.0 0.0 -0.1
S 0.1 -0.1 -0.2
H 0.0 0.0 0.0
H 0.0 0.0 0.0
N -0.1 -0.1 -0.1
H 0.0 0.0 0.0
O 0.1 -0.1 0.1
H 0.0 0.0 0.0
H 0.0 0.0 0.0
H 0.0 0.0 0.0
C -0.1 0.0 0.0
H 0.0 0.0 0.1
H 0.0 0.0 0.0
F 0.0 -0.1 0.0
H 0.0 0.0 0.0
C 0.1 0.0 0.1
C 0.1 0.0 0.0
F -0.1 0.0 0.0
C -0.1 0.0 0.0
C 0.0 0.0 0.0
C 0.0 0.1 0.2
H 0.0 0.0 0.0
S 0.4 0.2 -0.4
H 0.0 0.0 0.0
H 0.0 0.0 0.1
H 0.0 0.0 0.0
C 0.1 -0.1 0.0
H 0.0 0.0 0.0
Pt 0.7 -0.1 1.2
C 0.1 0.1 0.0
C 0.0 0.0 0.1
F 0.0 -0.1 0.0
H 0.0 0.0 0.0
H 0.0 0.0 0.0
H 0.0 0.0 0.0
C 0.2 0.2 0.1
H 0.0 0.0 0.0
As 0.1 -0.3 0.1
F 0.0 0.1 -0.1
F 0.0 0.1 0.0
C 0.0 0.0 0.0
C 0.2 0.2 -0.3
O -0.2 0.1 0.1
P -0.5 -0.2 -0.2
C 0.1 -0.1 0.0
H 0.0 0.0 0.0
H 0.0 0.0 0.0
C 0.2 -0.2 0.2
H 0.0 0.0 0.0
C 0.0 0.1 -0.1
As -0.4 0.0 -0.2
H 0.0 0.0 0.0
N -0.6 0.4 -0.9
F 0.0 0.0 -0.2
H 0.0 0.0 0.0
H 0.0 0.0 0.0

## Properties
Total charge = +2
LUMO energy = -5.98 eV
DFT total energy = -219697.6045 eV
Max |F| = 1.38 eV/Å
Multiplicity = 1
ΔE to the lowest compared entry with this formula, charge and spin = 19.35 kcal per mole

What did the second record say?
DFT (the ωB97M-V functional and the def2-TZVPD basis) results for a structure of composition C3H7N at a distorted geometry.

Last column: Löwdin spin population.
Geometry (Å):
C1 -1.45637 0.01243 0.05578  0.016
C2 -0.26327 -0.74688 0.64979  0.012
N1 1.01124 0.83118 -0.83704  0.826
H1 -1.38183 1.08146 0.07829  0.004
H2 0.84532 1.75817 -0.37845  0.020
H3 -1.28099 -0.09354 -1.13508  0.004
H4 1.96356 -0.52626 0.45185  0.024
H5 -2.51017 -0.19932 0.49530  0.001
C3 0.95882 -0.17123 0.16716  0.093
H6 0.20445 -1.13805 -0.47125  -0.001
H7 -0.35408 -1.26662 1.58225  0.001

Atomic forces in eV per Å
C -1.3 -0.8 -2.0
C 0.3 3.8 -2.1
N -0.6 -1.0 2.0
H 0.5 0.8 0.8
H 0.3 -0.4 -0.4
H -1.5 -0.2 2.5
H -0.5 -0.2 0.1
H 2.0 -0.3 -1.2
C 0.2 1.1 -0.4
H 0.0 -1.5 1.0
H 0.5 -1.2 -0.2

## Properties
Total charge = +1
LUMO energy (alpha / beta) = -5.57 / -7.06 eV
DFT total energy = -4702.3202 eV
Max |F| = 4.35 eV/Å
Multiplicity = 2
ΔE to the lowest compared entry with this formula, charge and spin = 95.98 kcal per mole

Q: Look up the multiplicity of the third one.
A: 1

Q: Among the records above, which one has the lowest DFT total energy?
A: C29H45As2F9N3O2PPtS2